Entry 1:
This record from OMol25 describes a cluster of 7 separate species, C11H40N4O5 in total. The level of theory is ωB97M-V/def2-TZVPD.

E_LUMO   -0.54 eV
Kohn-Sham gap   5.471 eV
HOMO level   -0.22096 Ha
Strongest force on any atom   0.0485 Eh/bohr

Atoms and positions in Å:
N  0.165  -0.650  -0.693
H  0.371  0.219  -0.165
H  -0.852  -0.499  -0.916
H  0.237  -1.505  -0.105
H  0.738  -0.790  -1.543
N  3.560  0.796  -2.456
H  3.343  1.573  -1.837
H  3.819  1.135  -3.377
H  2.768  0.080  -2.586
H  4.270  0.249  -1.967
C  -0.152  -3.006  2.012
O  0.841  -2.832  1.082
H  -1.167  -3.108  1.562
H  0.001  -3.867  2.686
H  -0.249  -2.129  2.696
C  1.947  -0.938  -5.330
C  1.152  -1.278  -4.056
O  1.912  -1.290  -2.902
H  2.738  -1.665  -5.498
H  2.330  0.080  -5.193
H  1.246  -0.917  -6.168
H  0.617  -2.225  -4.238
H  0.336  -0.526  -3.977
O  2.570  -3.540  -1.110
H  2.063  -2.904  -1.631
H  2.078  -3.650  -0.273
C  -2.822  0.101  1.441
C  -3.214  -0.947  0.423
C  -4.727  -1.139  0.373
O  -5.370  -1.449  1.588
C  -4.851  -2.618  2.190
N  -2.599  -0.708  -0.888
H  -1.770  0.247  1.663
H  -3.400  -0.076  2.353
H  -3.308  1.059  1.194
H  -2.799  -1.902  0.767
H  -5.086  -1.894  -0.342
H  -5.143  -0.185  0.017
H  -5.659  -3.089  2.754
H  -4.012  -2.434  2.861
H  -4.621  -3.407  1.464
H  -3.199  0.042  -1.246
H  -2.705  -1.438  -1.587
C  2.746  1.592  1.305
C  1.337  2.118  1.404
C  1.247  3.561  1.894
O  1.853  3.641  3.164
C  1.840  4.975  3.616
N  0.754  2.026  0.042
H  2.754  0.558  0.938
H  3.269  1.600  2.257
H  3.363  2.053  0.521
H  0.698  1.549  2.084
H  0.230  3.948  1.744
H  1.857  4.219  1.248
H  2.220  5.092  4.631
H  0.811  5.331  3.773
H  2.355  5.647  2.925
H  1.385  2.566  -0.548
H  -0.116  2.549  -0.040

Atom charges from the natural (NBO) analysis, given in e for atoms 1 to 8: -0.992, 0.427, 0.430, 0.474, 0.453, -0.909, 0.411, 0.430

Entry 2:
This record from OMol25 describes a cluster of 9 separate species, C11H40O9 in total. The level of theory is ωB97M-V/def2-TZVPD.

ΔE to the lowest compared entry with this formula, charge and spin   6.636 eV
SMILES   CCO.CCO.CO.CO.CO.CO.CO.CO.CO
E_LUMO   0.20 eV
Kohn-Sham gap   10.278 eV
HOMO level   -0.37049 Ha
Strongest force on any atom   0.0570 Eh/bohr

Atoms and positions in Å:
C  -2.397  35.825  -13.816
O  -1.125  36.281  -13.512
H  -2.820  36.825  -13.908
H  -2.423  35.094  -14.624
H  -2.931  35.307  -13.019
H  -0.604  35.478  -13.584
C  -8.141  36.794  -13.630
O  -7.451  37.302  -12.490
H  -7.446  36.213  -14.236
H  -8.994  36.150  -13.414
H  -8.426  37.646  -14.248
H  -7.091  38.150  -12.760
C  -6.425  31.717  -10.684
O  -6.257  32.873  -9.924
H  -7.429  31.770  -11.106
H  -5.776  31.972  -11.522
H  -6.175  30.766  -10.214
H  -6.656  33.613  -10.386
C  -3.982  42.618  -15.251
O  -5.332  42.332  -15.517
H  -3.812  43.503  -14.638
H  -3.596  41.771  -14.683
H  -3.404  42.731  -16.168
H  -5.740  43.173  -15.736
C  5.645  36.113  -14.279
O  6.664  35.183  -14.635
H  6.011  37.139  -14.220
H  4.930  36.174  -15.098
H  5.275  35.912  -13.273
H  6.980  34.649  -13.902
C  1.142  31.452  -12.260
O  0.825  31.766  -13.590
H  2.178  31.177  -12.456
H  0.874  32.354  -11.709
H  0.762  30.485  -11.932
H  1.578  31.450  -14.096
C  -1.862  34.361  -20.253
O  -2.930  35.086  -20.819
H  -1.132  34.153  -21.035
H  -1.483  35.053  -19.501
H  -2.307  33.473  -19.805
H  -3.739  34.699  -20.474
C  -1.342  34.614  -6.413
C  -2.733  34.685  -5.662
O  -3.322  33.395  -5.615
H  -0.885  33.625  -6.366
H  -0.690  35.299  -5.871
H  -1.488  34.930  -7.446
H  -3.314  35.563  -5.944
H  -2.532  34.977  -4.631
H  -3.816  33.415  -6.438
C  -2.299  40.497  -8.398
C  -2.242  42.025  -8.119
O  -2.668  42.248  -6.836
H  -1.788  40.220  -9.320
H  -3.319  40.121  -8.471
H  -1.790  39.960  -7.597
H  -2.896  42.636  -8.741
H  -1.265  42.507  -8.084
H  -3.620  42.294  -6.954

Atom charges from the natural (NBO) analysis, given in e for atoms 1 to 8: -0.254, -0.705, 0.189, 0.162, 0.150, 0.458, -0.249, -0.725

Entry 3:
This record from OMol25 describes a structure of composition C11H43HgN14O12. The level of theory is ωB97M-V/def2-TZVPD.

Charge   +1
E_LUMO   -7.18 eV
Kohn-Sham gap   4.434 eV
HOMO level   -0.42697 Ha
Strongest force on any atom   0.0586 Eh/bohr

Atoms and positions in Å:
Hg  -3.696  0.671  -0.837
C  -0.257  1.138  -0.182
C  -0.738  -0.288  -0.197
O  -1.751  -0.541  -1.117
H  0.435  1.349  0.632
H  -1.151  1.768  -0.223
H  0.365  1.400  -1.044
H  -1.097  -0.447  0.836
H  0.111  -0.977  -0.257
C  1.950  3.033  -3.307
C  2.744  2.864  -2.015
O  4.104  3.227  -2.131
O  0.557  3.186  -3.120
H  2.149  2.160  -3.934
H  2.332  3.893  -3.865
H  2.826  1.768  -1.912
H  2.175  3.246  -1.162
H  4.505  3.164  -1.261
H  0.113  2.356  -3.346
C  0.890  4.324  1.489
O  1.968  4.776  1.838
N  0.293  4.618  0.300
N  0.220  3.424  2.265
H  -0.613  4.228  0.121
H  0.693  5.218  -0.397
H  0.646  3.084  3.111
H  -0.687  3.058  2.046
C  0.292  -2.672  -4.470
O  1.125  -3.164  -3.724
N  0.377  -2.731  -5.812
N  -0.802  -1.974  -4.023
H  1.192  -3.213  -6.152
H  -0.169  -2.111  -6.380
H  -0.968  -1.755  -3.053
H  -1.692  -1.945  -4.494
C  -1.673  -2.467  4.106
O  -2.057  -3.233  4.966
N  -2.001  -2.666  2.794
N  -0.767  -1.459  4.322
H  -2.789  -3.296  2.771
H  -1.715  -2.115  2.010
H  -0.606  -0.828  3.560
H  -0.028  -1.617  4.981
C  -1.502  -5.413  -0.923
O  -1.885  -6.561  -0.934
N  -0.608  -4.801  -1.764
N  -2.027  -4.489  -0.038
H  -0.596  -3.803  -1.768
H  -0.022  -5.415  -2.298
H  -1.570  -3.603  0.047
H  -2.769  -4.814  0.552
C  -3.315  1.644  2.601
O  -3.437  1.399  1.378
N  -4.201  2.363  3.309
N  -2.179  1.317  3.241
H  -4.967  2.850  2.881
H  -4.098  2.393  4.309
H  -1.390  1.049  2.670
H  -1.917  1.899  4.023
C  3.599  -2.579  -0.129
O  4.670  -2.982  -0.540
N  3.189  -2.832  1.139
N  2.579  -2.249  -0.995
H  3.826  -3.340  1.729
H  2.354  -2.533  1.610
H  2.718  -2.450  -1.970
H  1.800  -1.769  -0.590
C  1.973  0.669  3.118
O  0.866  0.920  3.600
N  2.648  1.412  2.197
N  2.630  -0.482  3.454
H  2.201  2.239  1.837
H  3.645  1.330  2.118
H  3.478  -0.760  2.996
H  2.163  -0.947  4.212
O  -1.037  0.959  -3.616
H  -1.988  0.925  -3.740
H  -0.818  0.140  -3.163
O  -3.442  2.930  -1.397
H  -3.726  3.516  -0.681
H  -3.649  3.412  -2.211

Atom charges from the Löwdin analysis, given in e for atoms 1 to 8: 1.312, -0.083, -0.411, -0.338, 0.057, 0.045, 0.067, 0.075